Record 1
Formula: C33H39AsN6O8STa
Source: the Open Molecules 2025 dataset
Level of theory: ωB97M-V/def2-TZVPD

Each line ends with the Mulliken charge.
Positions of all 89 atoms, in Å:
Ta1 0.513 0.929 -0.025  3.165
C1 -4.477 4.921 -3.697  -1.618
C2 -3.602 4.149 -2.740  -0.337
C3 -3.994 3.847 -1.454  -1.166
C4 -3.208 3.101 -0.550  0.196
C5 -3.856 2.962 0.738  -0.205
N1 -3.756 2.126 1.717  -0.004
C6 -2.899 0.941 1.904  1.359
C7 -3.719 -0.306 2.242  -0.756
C8 -2.849 -1.390 2.870  -0.870
N2 -1.726 -1.777 1.993  0.394
C9 -1.153 -2.929 1.959  -0.464
C10 0.092 -3.193 1.301  0.560
C11 0.679 -4.449 1.484  -0.798
C12 1.953 -4.753 1.022  -0.273
C13 2.588 -6.101 1.270  -1.557
C14 2.622 -3.741 0.347  -0.882
C15 2.054 -2.485 0.127  1.432
C16 2.792 -1.477 -0.603  -0.673
N3 2.456 -0.272 -0.895  0.038
C17 3.544 0.398 -1.692  -1.336
C18 3.216 1.766 -2.227  -0.715
C19 1.927 1.748 -3.012  -1.066
N4 0.716 1.934 -2.168  -0.062
C20 -0.166 2.685 -2.701  -0.079
C21 -1.502 3.023 -2.225  1.316
C22 -2.325 3.731 -3.093  -0.708
C23 -1.932 2.688 -0.954  0.398
O1 -1.102 2.080 -0.122  -0.501
C24 0.793 -2.212 0.594  0.014
O2 0.269 -1.030 0.359  0.510
H1 -5.412 5.224 -3.229  0.389
H2 -4.719 4.318 -4.574  0.359
H3 -3.969 5.821 -4.049  0.388
H4 -4.967 4.198 -1.119  0.412
H5 -4.625 3.705 0.917  0.519
H6 -4.366 2.328 2.500  0.368
H7 -2.211 1.172 2.715  0.088
H8 -2.327 0.809 0.996  -1.331
H9 -4.222 -0.678 1.347  0.265
H10 -4.496 -0.071 2.972  0.470
H11 -3.445 -2.270 3.093  0.587
H12 -2.409 -1.034 3.800  0.273
H13 -1.173 -1.024 1.596  -0.766
H14 -1.641 -3.742 2.492  0.646
H15 0.123 -5.208 2.033  0.530
H16 1.837 -6.889 1.325  0.412
H17 3.134 -6.102 2.216  0.313
H18 3.294 -6.359 0.480  0.410
H19 3.625 -3.931 -0.028  0.552
H20 3.769 -1.814 -0.959  0.574
H21 3.753 -0.251 -2.543  0.609
H22 4.450 0.444 -1.088  0.558
H23 4.030 2.061 -2.887  0.574
H24 3.175 2.518 -1.451  0.011
H25 1.809 0.788 -3.520  0.288
H26 1.952 2.519 -3.777  0.625
H27 0.081 3.130 -3.665  0.392
H28 -1.942 3.985 -4.079  0.554
O3 0.530 1.383 4.498  -0.566
As1 0.855 0.351 3.163  0.984
O4 0.266 -1.143 3.465  -0.619
O5 -0.077 0.955 1.771  -0.365
C25 2.751 0.311 2.804  -0.182
C26 3.395 -0.854 3.177  -0.636
C27 4.781 -0.936 3.024  -0.697
C28 5.511 0.124 2.509  -0.717
C29 4.879 1.301 2.117  -0.429
C30 3.511 1.384 2.280  0.585
S1 2.611 2.756 1.689  1.533
O6 3.409 3.823 1.225  -0.670
O7 1.531 2.971 2.595  -0.610
O8 1.962 1.987 0.388  -1.214
H29 0.307 0.806 5.246  0.397
H30 2.822 -1.668 3.602  0.551
H31 5.295 -1.842 3.328  0.489
H32 6.587 0.043 2.418  0.476
H33 5.435 2.144 1.722  0.584
C31 -2.230 -3.320 -2.328  -0.795
N5 -2.060 -1.987 -2.945  -0.087
C32 -2.362 -1.790 -4.385  -1.019
C33 -1.531 -1.017 -2.239  0.030
N6 -1.052 -0.152 -1.633  -0.405
H34 -2.657 -3.981 -3.076  0.359
H35 -2.915 -3.266 -1.483  0.280
H36 -1.272 -3.729 -2.008  0.286
H37 -3.314 -2.263 -4.610  0.371
H38 -1.582 -2.227 -5.005  0.346
H39 -2.442 -0.727 -4.595  0.358

LUMO level (hartree): -0.3103
E_HOMO (eV): -16.3
ΔE to the lowest compared entry with this formula, charge and spin (eV): 0.000
Multiplicity: 1
Net charge: +3
Gap between HOMO and LUMO (eV): 7.87

Record 2
Formula: C5H7NO
Source: the Open Molecules 2025 dataset
Level of theory: ωB97M-V/def2-TZVPD

Each line ends with the Mulliken charge.
Positions of all 14 atoms, in Å:
O1 1.458 2.214 -0.279  -0.646
C1 0.824 1.193 -0.085  0.338
C2 1.495 -0.143 0.222  -0.366
C3 0.648 -1.370 -0.073  -0.442
C4 -0.685 -1.235 0.028  -0.284
C5 -1.406 0.052 0.176  -0.428
N1 -0.543 1.173 -0.142  -0.145
H1 1.743 -0.135 1.294  0.251
H2 2.460 -0.143 -0.289  0.335
H3 0.310 -1.691 -1.089  0.185
H4 -1.281 -2.131 -0.146  0.416
H5 -1.790 0.074 1.194  0.231
H6 -2.263 0.068 -0.511  0.335
H7 -0.971 2.074 -0.300  0.221

LUMO level (hartree): 0.0251
E_HOMO (eV): -8.7
ΔE to the lowest compared entry with this formula, charge and spin (eV): 2.558
Multiplicity: 1
Gap between HOMO and LUMO (eV): 9.35

Record 3
Formula: CH2O3S2
Source: the Open Molecules 2025 dataset
Level of theory: ωB97M-V/def2-TZVPD

Each line ends with the Mulliken charge.
Positions of all 8 atoms, in Å:
C1 -0.087 0.482 0.279  0.240
O1 2.942 -0.710 0.835  -0.395
O2 3.426 0.629 -1.162  -0.422
O3 0.855 1.222 0.628  -0.461
S1 -1.725 1.402 0.060  -0.166
S2 3.196 0.571 0.274  0.769
H1 -0.447 -0.659 0.389  0.271
H2 -2.371 0.252 0.939  0.164

LUMO level (hartree): -0.0269
E_HOMO (eV): -10.3
ΔE to the lowest compared entry with this formula, charge and spin (eV): 1.527
Multiplicity: 1
Gap between HOMO and LUMO (eV): 9.61

Record 4
Formula: H12IO6
Source: the Open Molecules 2025 dataset
Level of theory: ωB97M-V/def2-TZVPD

Each line ends with the Mulliken charge.
Positions of all 19 atoms, in Å:
I1 0.675 -1.757 0.612  -0.699
O1 2.326 1.638 -0.124  -0.632
H1 2.016 0.736 -0.108  0.272
H2 1.554 2.212 -0.038  0.320
O2 0.612 -2.457 -3.042  -0.633
H3 0.857 -2.736 -2.155  0.275
H4 1.089 -1.594 -3.172  0.313
O3 -2.684 -1.519 1.464  -0.631
H5 -1.829 -1.913 1.220  0.231
H6 -2.566 -1.043 2.269  0.317
O4 -0.480 0.331 -2.363  -0.603
H7 0.040 -0.112 -1.712  0.270
H8 -0.523 1.295 -2.274  0.291
O5 0.757 1.172 2.851  -0.640
H9 0.217 1.341 2.070  0.380
H10 1.150 0.349 2.590  0.291
O6 -0.742 1.576 0.547  -0.621
H11 -0.860 0.640 0.561  0.248
H12 -1.611 1.842 0.804  0.251

LUMO level (hartree): 0.1138
E_HOMO (eV): -5.2
ΔE to the lowest compared entry with this formula, charge and spin (eV): 0.406
Multiplicity: 1
Net charge: -1
Gap between HOMO and LUMO (eV): 8.30

Record 5
Formula: C12H6NO5Pm
Source: the Open Molecules 2025 dataset
Level of theory: ωB97M-V/def2-TZVPD

Each line ends with the Löwdin spin population.
Positions of all 25 atoms, in Å:
O1 -3.986 -6.199 -1.180  0.000
C1 -3.042 -5.565 -1.055  -0.001
Pm1 -0.540 -1.967 -1.172  4.042
O2 -0.034 -5.255 0.113  0.002
C2 -0.054 -4.201 -0.357  -0.006
C3 2.005 -1.315 -0.912  -0.002
O3 3.041 -0.925 -0.607  0.001
C4 -0.782 -0.038 -2.752  -0.003
O4 -1.077 0.896 -3.356  0.002
C5 0.454 -2.951 -3.368  -0.002
O5 0.668 -3.494 -4.376  0.001
H1 -2.140 -2.639 -2.066  -0.028
N1 -0.880 -0.710 0.813  -0.005
C6 -0.447 0.359 1.077  -0.001
C7 0.042 1.653 1.380  0.000
C8 0.566 2.466 0.350  0.000
C9 1.078 3.717 0.677  0.000
C10 1.044 4.139 2.013  0.000
C11 0.512 3.340 3.039  0.000
C12 0.005 2.084 2.720  0.000
H2 0.567 2.079 -0.675  0.000
H3 1.494 4.338 -0.122  0.000
H4 1.439 5.115 2.266  0.000
H5 0.486 3.667 4.080  0.000
H6 -0.419 1.406 3.470  0.000

LUMO level (spin up / spin down) (hartree): -0.3455 / -0.3393
E_HOMO (spin up / spin down) (eV): -16.1 / -16.1
ΔE to the lowest compared entry with this formula, charge and spin (eV): 0.000
Multiplicity: 5
<S²>: 6.01
Net charge: +2
Gap between HOMO and LUMO (spin up / spin down) (eV): 6.75 / 6.92

Record 6
Formula: C4H7NO
Source: the Open Molecules 2025 dataset
Level of theory: ωB97M-V/def2-TZVPD

Each line ends with the Mulliken charge.
Positions of all 13 atoms, in Å:
C1 1.451 -0.173 -0.454  -0.817
N1 0.025 0.096 -0.635  -0.101
C2 -0.888 1.368 0.606  -0.133
C3 -0.735 0.022 0.794  -0.581
C4 -0.889 -1.062 -0.455  0.253
O1 -0.467 -2.212 -0.251  -0.682
H1 1.929 0.652 0.084  0.291
H2 1.885 -0.221 -1.459  0.290
H3 1.620 -1.130 0.048  0.327
H4 -0.472 2.100 1.302  0.279
H5 -1.483 1.763 -0.207  0.217
H6 -0.153 -0.363 1.623  0.312
H7 -1.823 -0.841 -0.998  0.345

LUMO level (hartree): -0.0182
E_HOMO (eV): -8.3
ΔE to the lowest compared entry with this formula, charge and spin (eV): 5.519
Multiplicity: 1
Gap between HOMO and LUMO (eV): 7.85

Copy entry 6 word for word.
Formula: C4H7NO
Source: the Open Molecules 2025 dataset
Level of theory: ωB97M-V/def2-TZVPD

Each line ends with the Mulliken charge.
Positions of all 13 atoms, in Å:
C1 1.451 -0.173 -0.454  -0.817
N1 0.025 0.096 -0.635  -0.101
C2 -0.888 1.368 0.606  -0.133
C3 -0.735 0.022 0.794  -0.581
C4 -0.889 -1.062 -0.455  0.253
O1 -0.467 -2.212 -0.251  -0.682
H1 1.929 0.652 0.084  0.291
H2 1.885 -0.221 -1.459  0.290
H3 1.620 -1.130 0.048  0.327
H4 -0.472 2.100 1.302  0.279
H5 -1.483 1.763 -0.207  0.217
H6 -0.153 -0.363 1.623  0.312
H7 -1.823 -0.841 -0.998  0.345

LUMO level (hartree): -0.0182
E_HOMO (eV): -8.3
ΔE to the lowest compared entry with this formula, charge and spin (eV): 5.519
Multiplicity: 1
Gap between HOMO and LUMO (eV): 7.85

Question: Which value of multiplicity does entry 1 give?
Answer: 1

Question: Number 3 is which compound?
Answer: CH2O3S2